{
  "formula": "C24H28N2NaS2",
  "method": "ωB97M-V with the def2-TZVPD basis set",
  "elements": ["Na", "C", "C", "C", "C", "C", "C", "C", "N", "C", "C", "C", "C", "C", "C", "C", "N", "C", "C", "C", "C", "H", "H", "H", "H", "H", "H", "H", "H", "H", "H", "H", "H", "H", "H", "H", "H", "H", "H", "H", "H", "H", "H", "H", "H", "S", "C", "C", "C", "C", "C", "C", "S", "H", "H", "H", "H"],
  "xyz": [[-4.02526, -18.31962, -1.89463], [-4.03422, -23.03049, -7.37011], [-5.35959, -22.56468, -6.83961], [-6.19315, -23.72069, -6.41494], [-5.98840, -21.80336, -7.96962], [-5.07922, -21.68043, -5.60606], [-5.06971, -20.34429, -5.80438], [-4.89063, -19.47137, -4.70309], [-4.63668, -19.95550, -3.47671], [-4.56560, -21.26775, -3.24226], [-4.71731, -22.15606, -4.34030], [-4.21704, -21.64135, -1.80315], [-4.25387, -22.99209, -1.42724], [-3.93840, -23.31014, -0.10439], [-3.61478, -22.27334, 0.68661], [-3.56753, -20.98284, 0.22243], [-3.84178, -20.65098, -1.01684], [-4.08866, -24.77479, 0.44929], [-2.77892, -25.56833, 0.16068], [-4.29756, -24.82630, 1.93147], [-5.20366, -25.55906, -0.30811], [-4.13692, -23.72560, -8.26211], [-3.46295, -23.55052, -6.61065], [-3.52975, -22.08877, -7.59513], [-6.45465, -24.27792, -7.32563], [-7.02027, -23.40940, -5.79310], [-5.55488, -24.38478, -5.74614], [-6.34305, -22.51105, -8.72165], [-5.38466, -21.07996, -8.45747], [-6.91664, -21.31071, -7.70871], [-5.22680, -20.00784, -6.79624], [-4.83357, -18.41241, -4.72333], [-4.66469, -23.26498, -4.24508], [-4.61163, -23.75482, -2.09460], [-3.58646, -22.47987, 1.79174], [-3.33109, -20.07715, 0.82342], [-1.95144, -25.07105, 0.67421], [-2.56154, -25.52957, -0.87268], [-2.79435, -26.59201, 0.48376], [-3.57535, -24.35878, 2.55984], [-4.23754, -25.85620, 2.20320], [-5.21748, -24.42138, 2.32357], [-5.02939, -25.69729, -1.39918], [-6.24217, -25.13609, -0.17325], [-5.26146, -26.55550, 0.12035], [-4.00648, -16.78373, 0.10968], [-4.02141, -15.26994, -0.66422], [-3.93950, -14.13647, 0.19485], [-3.85175, -12.81585, -0.27924], [-4.01254, -12.65643, -1.69084], [-4.08539, -13.71505, -2.55651], [-4.17014, -15.02969, -2.07203], [-4.14545, -16.21372, -3.34252], [-3.86303, -14.20117, 1.31670], [-3.86498, -12.04479, 0.46737], [-4.14012, -11.69302, -2.12470], [-4.24728, -13.53713, -3.65420]],
  "total_charge": -1,
  "homo_ev": -2.2,
  "orbital_gap_ev": 3.94,
  "energy_ha": -1999.5923
}

***

{
  "formula": "C21H49N6O10P2",
  "method": "ωB97M-V with the def2-TZVPD basis set",
  "elements": ["C", "C", "C", "C", "N", "C", "P", "P", "O", "O", "O", "C", "O", "O", "H", "H", "H", "H", "H", "H", "H", "H", "H", "H", "H", "H", "H", "H", "C", "O", "N", "C", "C", "H", "H", "H", "H", "H", "H", "H", "C", "O", "N", "C", "C", "H", "H", "H", "H", "H", "H", "H", "C", "O", "N", "C", "C", "H", "H", "H", "H", "H", "H", "H", "C", "O", "N", "C", "C", "H", "H", "H", "H", "H", "H", "H", "C", "O", "N", "C", "C", "H", "H", "H", "H", "H", "H", "H"],
  "xyz": [[-1.47077, -0.50297, -2.03083], [-1.01329, 0.86171, -2.84834], [-0.20939, 0.30683, -4.20462], [-2.29186, 1.78666, -3.35121], [-2.86658, 2.44404, -2.11502], [-3.72705, 3.64762, -2.43371], [-5.61547, 3.23361, -2.46479], [-5.97469, 1.09007, -2.65118], [-5.07888, 0.35701, -1.56915], [-5.61793, 0.41775, -4.21944], [-7.64938, 0.64526, -2.25816], [-3.48289, 4.72270, -1.17638], [-3.01925, 5.98088, -1.37029], [-3.74409, 4.25937, 0.22411], [-0.96457, -0.42847, -0.95563], [-2.63189, -0.64102, -1.98429], [-0.98217, -1.46637, -2.53907], [-0.25162, 1.53372, -2.26683], [-0.96540, -0.45104, -4.71163], [0.74044, -0.25571, -3.81353], [0.03231, 1.24716, -4.85994], [-3.05452, 1.12397, -3.95232], [-1.83180, 2.56799, -4.12200], [-2.06168, 2.74747, -1.52105], [-3.46828, 4.18842, -3.43926], [-6.17133, 3.57913, -1.14952], [-6.13605, 0.88406, -4.95451], [-7.52915, -0.29378, -1.87674], [1.68389, 1.93710, -6.79624], [2.09650, 1.65485, -5.67870], [1.73787, 1.11275, -7.90001], [1.22608, 1.52280, -9.19099], [2.32429, -0.20455, -7.76630], [1.21929, 2.91376, -7.00912], [0.43926, 0.82723, -9.49613], [2.04225, 1.49782, -9.91868], [0.81417, 2.53457, -9.14812], [1.76624, -0.76800, -7.01224], [3.36118, -0.10076, -7.43260], [2.29645, -0.73867, -8.71977], [-1.69538, 0.69505, 1.98230], [-1.26358, 1.15256, 0.93204], [-2.37964, 1.40834, 2.94343], [-2.85883, 0.79110, 4.16249], [-2.62787, 2.81884, 2.72914], [-1.56187, -0.36684, 2.24612], [-3.94591, 0.90058, 4.21011], [-2.40007, 1.29544, 5.01775], [-2.60322, -0.27142, 4.19284], [-3.20845, 2.94269, 1.80985], [-1.67035, 3.33555, 2.61336], [-3.17738, 3.24699, 3.57169], [0.05545, 0.43042, 6.10716], [-0.63314, -0.58064, 6.15612], [1.31993, 0.51077, 5.56363], [2.07089, 1.74867, 5.54478], [1.91750, -0.67867, 4.99338], [-0.30223, 1.39118, 6.51218], [2.29428, 2.01046, 4.50672], [3.00382, 1.60431, 6.09713], [1.50280, 2.56106, 6.00575], [1.27837, -1.04558, 4.18443], [1.98429, -1.44972, 5.76687], [2.91550, -0.46109, 4.60375], [1.48105, -4.64186, -3.14763], [2.09551, -4.08013, -4.04524], [1.44474, -4.23838, -1.82980], [0.69147, -4.96027, -0.82572], [2.18220, -3.05617, -1.43539], [0.88677, -5.55061, -3.33744], [-0.05535, -4.28833, -0.39358], [1.37813, -5.29883, -0.04460], [0.18621, -5.82708, -1.25994], [1.81584, -2.19974, -2.00967], [3.24214, -3.20516, -1.66251], [2.05875, -2.86225, -0.36660], [5.07128, -1.04081, 6.84102], [5.95655, -0.57388, 6.13598], [5.03985, -2.32637, 7.33811], [3.95300, -2.80299, 8.16775], [6.12655, -3.22976, 7.02184], [4.19743, -0.44009, 7.14193], [4.35726, -3.11375, 9.13522], [3.48049, -3.65723, 7.67450], [3.20555, -2.02089, 8.32534], [7.06422, -2.80124, 7.38879], [6.19188, -3.34193, 5.93537], [5.96339, -4.20725, 7.48341]],
  "total_charge": -1,
  "homo_ev": -4.6,
  "orbital_gap_ev": 6.35,
  "energy_ha": -2593.1300
}

***

{
  "formula": "C42H86IN11O11P",
  "method": "ωB97M-V with the def2-TZVPD basis set",
  "elements": ["C", "C", "C", "C", "C", "C", "C", "C", "C", "C", "C", "C", "C", "N", "C", "N", "C", "C", "C", "C", "N", "C", "N", "C", "C", "O", "I", "P", "O", "O", "O", "H", "H", "H", "H", "H", "H", "H", "H", "H", "H", "H", "H", "H", "H", "H", "H", "H", "H", "H", "H", "H", "H", "H", "H", "H", "H", "H", "H", "H", "H", "H", "H", "H", "H", "H", "H", "H", "C", "O", "N", "C", "C", "H", "H", "H", "H", "H", "H", "H", "C", "O", "N", "C", "C", "H", "H", "H", "H", "H", "H", "H", "C", "O", "N", "C", "C", "H", "H", "H", "H", "H", "H", "H", "C", "O", "N", "C", "C", "H", "H", "H", "H", "H", "H", "H", "C", "O", "N", "C", "C", "H", "H", "H", "H", "H", "H", "H", "C", "O", "N", "C", "C", "H", "H", "H", "H", "H", "H", "H", "C", "O", "N", "C", "C", "H", "H", "H", "H", "H", "H", "H"],
  "xyz": [[-2.35970, -2.01819, -0.56506], [-0.88838, -1.59748, -0.52901], [0.04958, -2.73466, -0.93679], [-0.14438, -3.93576, 0.00094], [1.19130, -4.64611, 0.29090], [1.83734, -4.10804, 1.57825], [3.29785, -3.71318, 1.31527], [3.83009, -2.70499, 2.35636], [4.22039, -1.37966, 1.69588], [5.66406, -0.90878, 1.89561], [5.79918, 0.49376, 1.31380], [5.55749, 0.48786, -0.20419], [4.28996, 1.24350, -0.61330], [4.54507, 2.69518, -0.61270], [3.44993, 3.45310, -0.86264], [3.13707, 3.83912, -2.07238], [3.89890, 3.51348, -3.24914], [4.94954, 4.30943, -3.63298], [5.58093, 3.92117, -4.78410], [5.14673, 2.81394, -5.45402], [4.15168, 2.00959, -5.08949], [3.56005, 2.41228, -3.97226], [2.55347, 3.89346, 0.13506], [1.29419, 3.08390, -0.04871], [0.18642, 3.42515, 0.96345], [-0.19750, 4.54547, 1.21600], [-0.69900, 1.72055, 1.99262], [3.22723, 3.82296, 1.73521], [4.58846, 4.29837, 1.79153], [2.26913, 4.78669, 2.54833], [2.99456, 2.40630, 2.42100], [-2.58801, -2.65190, -1.41555], [-2.58289, -2.55795, 0.33867], [-3.00916, -1.14922, -0.62296], [-0.70858, -0.72963, -1.16143], [-0.64671, -1.36563, 0.50583], [1.05933, -2.34136, -0.84098], [-0.11676, -3.05865, -1.95851], [-0.55420, -3.54045, 0.92575], [-0.89914, -4.61156, -0.38614], [1.81327, -4.45018, -0.57448], [1.03509, -5.71549, 0.38137], [1.81734, -4.84555, 2.37368], [1.28225, -3.22876, 1.89037], [3.30691, -3.27933, 0.32238], [3.93343, -4.58970, 1.25429], [4.63563, -3.11725, 2.95104], [3.02062, -2.51936, 3.05232], [4.02820, -1.39603, 0.62861], [3.59524, -0.58999, 2.11932], [5.87235, -0.90879, 2.96072], [6.38400, -1.59702, 1.46266], [6.79948, 0.84778, 1.53210], [5.11523, 1.12791, 1.86105], [5.50802, -0.53398, -0.55009], [6.38432, 1.01746, -0.66562], [3.51188, 0.95293, 0.08385], [4.01433, 0.89041, -1.60476], [5.33422, 2.94553, -1.19473], [2.31148, 4.41081, -2.21076], [5.25274, 5.19136, -3.09771], [6.41330, 4.48061, -5.16436], [5.65058, 2.55559, -6.37209], [2.73311, 1.81140, -3.61616], [0.88095, 3.27800, -1.03126], [1.52603, 2.02646, 0.00627], [1.97264, 4.31554, 3.34133], [2.55550, 1.74967, 1.86179], [2.05977, -5.12201, -4.26286], [1.29619, -4.24639, -3.90104], [1.97228, -6.40964, -3.89047], [2.91073, -7.41402, -4.35186], [0.89570, -6.80371, -2.99179], [2.90733, -4.92141, -4.94144], [2.38054, -8.19640, -4.89788], [3.42439, -7.86292, -3.49972], [3.64939, -6.96372, -5.01125], [-0.06828, -6.57799, -3.44878], [0.96883, -6.24773, -2.05705], [0.96020, -7.86815, -2.78496], [-1.06915, 3.45927, -2.95030], [-0.19057, 2.71303, -3.37514], [-2.37778, 3.26771, -3.06196], [-3.35090, 4.20209, -2.51854], [-2.85634, 2.07732, -3.75626], [-0.81511, 4.39166, -2.41011], [-3.97746, 3.68887, -1.78683], [-3.97490, 4.57427, -3.32725], [-2.84809, 5.03731, -2.03219], [-2.48491, 1.18373, -3.25302], [-2.48584, 2.07409, -4.78000], [-3.94118, 2.07447, -3.76466], [-1.51507, -2.99029, 4.69289], [-1.19140, -3.09525, 3.52600], [-1.07765, -2.02163, 5.51678], [-1.49762, -1.93054, 6.90365], [-0.15288, -1.03791, 4.98811], [-2.21257, -3.69419, 5.17705], [-1.99732, -0.97621, 7.08014], [-0.62987, -2.00337, 7.56130], [-2.18660, -2.73748, 7.14045], [-0.60831, -0.51620, 4.14305], [0.75055, -1.53395, 4.62955], [0.10626, -0.32238, 5.76406], [2.44685, 6.76259, 7.38617], [1.79981, 6.30686, 8.30597], [1.92509, 7.16850, 6.21101], [2.74515, 7.69960, 5.13960], [0.48831, 7.06578, 6.01893], [3.54328, 6.87972, 7.43785], [2.43193, 8.71824, 4.90202], [2.63928, 7.08123, 4.24529], [3.79260, 7.71305, 5.43128], [-0.03119, 7.65519, 6.77443], [0.17194, 6.02674, 6.12369], [0.22384, 7.42941, 5.02922], [-6.13443, 5.01268, -4.75934], [-5.31815, 4.11069, -4.87584], [-6.32629, 5.98687, -5.65583], [-7.31432, 7.03330, -5.46192], [-5.51638, 5.99185, -6.86537], [-6.79581, 5.09423, -3.88048], [-8.04310, 7.01002, -6.27319], [-6.82504, 8.00845, -5.45195], [-7.83404, 6.89003, -4.51764], [-5.67302, 5.06674, -7.41948], [-4.46024, 6.05849, -6.60398], [-5.79133, 6.83910, -7.48672], [-1.22516, -7.63556, 1.34663], [-0.37079, -8.37535, 0.89394], [-2.54459, -7.74973, 1.12376], [-3.50527, -6.82091, 1.69297], [-3.01788, -8.83718, 0.28413], [-0.96921, -6.77709, 1.99258], [-4.21028, -7.35992, 2.32968], [-4.05727, -6.31791, 0.89748], [-2.99331, -6.06962, 2.28981], [-2.72505, -9.79457, 0.71593], [-2.57235, -8.76088, -0.70828], [-4.10024, -8.79129, 0.20104], [-5.33791, -2.27446, 1.39673], [-4.85057, -3.19850, 0.77834], [-6.39998, -1.55562, 0.98783], [-6.93886, -0.45998, 1.76836], [-7.02201, -1.89726, -0.28147], [-4.93450, -1.93960, 2.36889], [-7.97929, -0.66325, 2.02905], [-6.89302, 0.46683, 1.19235], [-6.36544, -0.33392, 2.68404], [-7.37414, -2.92858, -0.25630], [-6.29366, -1.80585, -1.08781], [-7.85992, -1.23167, -0.47037]],
  "total_charge": 1,
  "homo_ev": -10.2,
  "orbital_gap_ev": 6.62,
  "energy_ha": -3720.7942
}

***

Copy entry 1 word for word.
{
  "formula": "C24H28N2NaS2",
  "method": "ωB97M-V with the def2-TZVPD basis set",
  "elements": ["Na", "C", "C", "C", "C", "C", "C", "C", "N", "C", "C", "C", "C", "C", "C", "C", "N", "C", "C", "C", "C", "H", "H", "H", "H", "H", "H", "H", "H", "H", "H", "H", "H", "H", "H", "H", "H", "H", "H", "H", "H", "H", "H", "H", "H", "S", "C", "C", "C", "C", "C", "C", "S", "H", "H", "H", "H"],
  "xyz": [[-4.02526, -18.31962, -1.89463], [-4.03422, -23.03049, -7.37011], [-5.35959, -22.56468, -6.83961], [-6.19315, -23.72069, -6.41494], [-5.98840, -21.80336, -7.96962], [-5.07922, -21.68043, -5.60606], [-5.06971, -20.34429, -5.80438], [-4.89063, -19.47137, -4.70309], [-4.63668, -19.95550, -3.47671], [-4.56560, -21.26775, -3.24226], [-4.71731, -22.15606, -4.34030], [-4.21704, -21.64135, -1.80315], [-4.25387, -22.99209, -1.42724], [-3.93840, -23.31014, -0.10439], [-3.61478, -22.27334, 0.68661], [-3.56753, -20.98284, 0.22243], [-3.84178, -20.65098, -1.01684], [-4.08866, -24.77479, 0.44929], [-2.77892, -25.56833, 0.16068], [-4.29756, -24.82630, 1.93147], [-5.20366, -25.55906, -0.30811], [-4.13692, -23.72560, -8.26211], [-3.46295, -23.55052, -6.61065], [-3.52975, -22.08877, -7.59513], [-6.45465, -24.27792, -7.32563], [-7.02027, -23.40940, -5.79310], [-5.55488, -24.38478, -5.74614], [-6.34305, -22.51105, -8.72165], [-5.38466, -21.07996, -8.45747], [-6.91664, -21.31071, -7.70871], [-5.22680, -20.00784, -6.79624], [-4.83357, -18.41241, -4.72333], [-4.66469, -23.26498, -4.24508], [-4.61163, -23.75482, -2.09460], [-3.58646, -22.47987, 1.79174], [-3.33109, -20.07715, 0.82342], [-1.95144, -25.07105, 0.67421], [-2.56154, -25.52957, -0.87268], [-2.79435, -26.59201, 0.48376], [-3.57535, -24.35878, 2.55984], [-4.23754, -25.85620, 2.20320], [-5.21748, -24.42138, 2.32357], [-5.02939, -25.69729, -1.39918], [-6.24217, -25.13609, -0.17325], [-5.26146, -26.55550, 0.12035], [-4.00648, -16.78373, 0.10968], [-4.02141, -15.26994, -0.66422], [-3.93950, -14.13647, 0.19485], [-3.85175, -12.81585, -0.27924], [-4.01254, -12.65643, -1.69084], [-4.08539, -13.71505, -2.55651], [-4.17014, -15.02969, -2.07203], [-4.14545, -16.21372, -3.34252], [-3.86303, -14.20117, 1.31670], [-3.86498, -12.04479, 0.46737], [-4.14012, -11.69302, -2.12470], [-4.24728, -13.53713, -3.65420]],
  "total_charge": -1,
  "homo_ev": -2.2,
  "orbital_gap_ev": 3.94,
  "energy_ha": -1999.5923
}